# C41H60AsAuClNO3Si3

A structure of composition C41H60AsAuClNO3Si3 (wB97M-V/def2-TZVPD, OMol25).

Geometry as XYZ:
```
111
Properties=species:S:1:pos:R:3:mulliken_spin:R:1
Au 0.34 0.31 1.14 0.376
C 1.40 0.43 4.36 0.009
O 0.29 -0.21 3.71 -0.029
Si -0.36 -1.68 4.20 0.032
C 0.92 -2.60 5.22 0.006
C -1.75 -1.34 5.41 0.007
C -0.89 -2.46 2.61 0.799
Si -2.61 -2.24 1.93 -0.070
C -3.50 -3.86 2.25 0.050
C -3.60 -0.88 2.77 0.016
C -2.71 -1.83 0.10 0.050
Si 0.13 -3.93 2.03 -0.102
C -0.27 -5.29 3.30 0.070
C 1.96 -3.56 2.07 0.043
C -0.39 -4.61 0.36 0.008
H 1.21 0.57 5.43 0.000
H 1.54 1.41 3.90 0.001
H 2.32 -0.14 4.22 -0.003
H 1.32 -1.94 5.99 0.002
H 1.76 -2.98 4.63 0.000
H 0.45 -3.45 5.73 -0.003
H -1.35 -1.25 6.43 0.001
H -2.47 -2.17 5.41 0.005
H -2.29 -0.42 5.18 0.002
H -3.38 -4.17 3.30 0.001
H -3.10 -4.67 1.63 -0.001
H -4.57 -3.77 2.05 0.002
H -4.01 -1.20 3.73 0.000
H -4.44 -0.58 2.13 0.000
H -2.97 0.00 2.94 -0.006
H -1.88 -2.24 -0.49 -0.007
H -2.71 -0.75 -0.05 0.006
H -3.64 -2.23 -0.31 0.002
H -0.41 -4.88 4.30 -0.008
H 0.56 -6.01 3.34 0.005
H -1.18 -5.83 3.02 0.001
H 2.16 -2.57 2.50 -0.010
H 2.39 -3.53 1.07 0.004
H 2.50 -4.31 2.66 0.002
H -1.34 -4.18 0.01 -0.003
H -0.54 -5.69 0.42 0.000
H 0.36 -4.42 -0.41 0.000
C 2.15 -1.80 -7.95 0.000
C 1.62 -1.79 -6.54 0.000
C 0.25 -1.91 -6.31 0.000
C -0.25 -1.96 -5.01 0.005
C 0.62 -1.82 -3.94 0.016
C 1.99 -1.66 -4.15 0.000
N 2.84 -1.52 -3.02 0.000
C 3.41 -0.31 -2.64 0.000
C 3.72 0.69 -3.58 -0.001
C 4.45 1.81 -3.21 -0.001
C 4.85 2.00 -1.90 0.000
C 4.42 1.10 -0.94 0.004
C 3.68 -0.03 -1.27 0.016
C 2.98 -0.81 -0.17 -0.010
O 2.81 -2.03 -0.28 0.009
O 2.54 -0.10 0.81 0.021
C 2.51 -1.70 -5.45 -0.001
C 3.99 -1.69 -5.70 0.000
H 1.33 -1.81 -8.67 0.000
H 2.78 -2.67 -8.13 0.000
H 2.76 -0.91 -8.14 0.000
H -0.42 -1.99 -7.16 0.000
H -1.31 -2.08 -4.84 0.000
H 0.25 -1.85 -2.92 -0.027
H 2.59 -2.07 -2.21 0.003
H 3.40 0.57 -4.60 0.000
H 4.69 2.55 -3.97 0.000
H 5.46 2.85 -1.63 0.000
H 4.64 1.27 0.11 0.001
H 4.54 -1.72 -4.75 0.000
H 4.32 -0.81 -6.26 0.000
H 4.28 -2.57 -6.28 0.000
C 0.16 3.84 1.80 0.029
As -0.95 2.25 1.96 0.022
C -1.60 2.61 3.75 0.042
C -2.45 2.71 0.78 -0.002
C -3.06 4.05 1.07 -0.006
C -2.59 5.19 0.42 0.001
C -3.15 6.44 0.69 -0.001
C -4.19 6.55 1.60 0.001
C -4.67 5.42 2.24 -0.001
C -4.11 4.18 1.98 0.002
H -0.35 4.69 2.24 0.005
H 0.37 4.05 0.75 -0.002
H 1.11 3.67 2.31 -0.002
H -2.13 3.56 3.73 0.003
H -0.75 2.67 4.42 -0.005
H -2.27 1.82 4.10 0.000
H -3.18 1.91 0.88 0.003
H -2.03 2.67 -0.22 0.001
H -1.78 5.10 -0.30 -0.001
H -2.77 7.32 0.18 0.000
H -4.62 7.52 1.81 0.000
H -5.49 5.50 2.94 0.000
H -4.49 3.29 2.47 0.000
Cl 0.49 5.48 -3.92 0.006
C 0.31 3.98 -3.05 0.057
C 1.30 3.57 -2.17 -0.041
C 1.16 2.37 -1.50 0.081
C 0.04 1.55 -1.69 0.004
C -0.09 0.24 -1.04 0.549
C -0.95 2.01 -2.57 0.051
C -0.82 3.21 -3.25 -0.034
H 2.18 4.19 -2.02 0.000
H 1.93 2.04 -0.80 0.006
H 0.75 -0.43 -1.21 -0.041
H -1.04 -0.26 -1.25 -0.020
H -1.83 1.40 -2.73 -0.001
H -1.59 3.54 -3.93 -0.001
```

Computed properties:
**Net charge**: 0
**Expectation value of S²**: 2.016
**2S+1**: 3
**Kohn-Sham gap (alpha / beta)**: 7.66 / 5.89 eV



# C24H24N6OTl

A structure of composition C24H24N6OTl (wB97M-V/def2-TZVPD, OMol25).

Geometry as XYZ:
```
56
Properties=species:S:1:pos:R:3:mulliken_charge:R:1
Tl 0.26 0.12 -0.48 1.048
C -1.09 -2.30 1.76 -1.015
N -1.70 -1.35 0.82 0.597
C -2.51 -0.37 1.54 -0.939
C -1.68 0.58 2.36 0.533
C -2.15 1.09 3.57 -0.955
C -1.37 1.99 4.28 -0.372
C -0.13 2.34 3.76 -0.849
C 0.26 1.80 2.55 -0.050
N -0.50 0.95 1.86 0.051
C -2.51 -2.06 -0.16 -0.957
C -2.90 -1.21 -1.35 0.681
C -3.89 -1.63 -2.22 -1.112
C -4.23 -0.83 -3.30 -0.343
C -3.58 0.38 -3.46 -0.797
C -2.58 0.71 -2.55 -0.237
N -2.25 -0.07 -1.53 -0.072
C 0.15 -2.97 1.21 0.610
C 0.50 -4.25 1.61 -0.990
C 1.72 -4.78 1.21 -0.313
C 2.54 -4.01 0.40 -0.886
C 2.10 -2.75 0.02 -0.059
N 0.94 -2.24 0.42 -0.020
H -1.80 -3.07 2.10 0.284
H -0.76 -1.73 2.64 0.418
H -3.27 -0.85 2.18 0.333
H -3.04 0.23 0.79 0.441
H -3.12 0.80 3.95 0.445
H -1.72 2.40 5.21 0.442
H 0.52 3.03 4.29 0.448
H 1.21 2.04 2.09 0.358
H -3.42 -2.48 0.29 0.406
H -1.92 -2.91 -0.53 0.472
H -4.37 -2.59 -2.07 0.457
H -5.00 -1.13 -3.99 0.430
H -3.82 1.05 -4.27 0.417
H -2.02 1.63 -2.64 0.431
H -0.16 -4.83 2.23 0.430
H 2.02 -5.77 1.52 0.441
H 3.50 -4.37 0.07 0.410
H 2.70 -2.12 -0.62 0.438
N 1.65 3.62 -3.58 -0.287
C 2.91 3.85 -3.13 0.196
O 3.66 4.64 -3.64 -0.599
C 3.28 3.05 -1.92 0.084
C 4.61 2.66 -1.73 -0.256
C 4.93 1.92 -0.61 -0.719
C 3.90 1.56 0.25 -0.404
N 2.64 1.94 0.10 -0.273
C 2.35 2.70 -0.95 -0.323
H 1.33 4.12 -4.39 0.211
H 1.07 2.89 -3.21 0.157
H 5.35 2.95 -2.46 0.492
H 5.94 1.62 -0.41 0.418
H 4.10 0.95 1.13 0.468
H 1.33 3.06 -0.99 0.782
```

Computed properties:
**Net charge**: +1
**ΔE to the lowest compared entry with this formula, charge and spin**: 13.1 kJ/mol
**Kohn-Sham gap**: 9.09 eV



# C3H4Br3F

A structure of composition C3H4Br3F at a distorted geometry (wB97M-V/def2-TZVPD, OMol25).

Geometry as XYZ:
```
11
Properties=species:S:1:pos:R:3:mulliken_charge:R:1
C -1.01 0.49 -1.18 -0.551
C -1.29 0.75 0.19 -0.452
C 1.33 -1.04 1.03 0.194
F 1.89 -1.06 2.23 -0.121
Br -0.63 2.43 0.90 -0.125
Br 2.27 0.24 -0.17 -0.038
Br 1.59 -2.88 0.31 -0.083
H -0.16 -0.16 -1.02 0.056
H -1.87 -0.15 -1.63 0.268
H -0.62 1.31 -1.67 0.371
H -1.51 0.07 1.01 0.482
```

Computed properties:
**Net charge**: 0
**ΔE to the lowest compared entry with this formula, charge and spin**: 399.2 kJ/mol
**Kohn-Sham gap (alpha / beta)**: 9.90 / 5.65 eV



# C5H19N2O2S

A cluster of 3 separate species, C5H19N2O2S in total at a distorted geometry (wB97M-V/def2-TZVPD, OMol25).

Geometry as XYZ:
```
29
Properties=species:S:1:pos:R:3:mulliken_charge:R:1
N -0.49 1.45 0.48 -0.584
C -1.52 0.45 0.36 0.234
C -2.76 0.93 -0.41 -0.863
S -4.36 0.33 0.26 -0.195
C -0.98 -0.82 -0.31 -1.164
N 0.50 -0.92 -0.03 -0.001
C 1.38 -1.26 -1.21 -0.416
C 2.21 -0.09 -1.68 -0.923
H 0.00 1.77 -0.33 0.164
H 0.79 -0.03 0.40 0.330
H -0.57 1.93 1.35 0.176
H -1.84 0.16 1.37 0.574
H -2.77 0.61 -1.41 0.376
H -2.83 2.01 -0.47 0.433
H -3.87 -0.74 0.89 0.099
H -1.17 -0.87 -1.37 0.402
H -1.36 -1.75 0.05 0.360
H 0.64 -1.57 0.76 0.402
H 0.73 -1.55 -1.98 0.318
H 1.89 -2.18 -0.99 0.476
H 2.08 0.88 -1.18 0.174
H 3.28 -0.26 -1.66 0.359
H 2.07 0.06 -2.75 0.310
H 3.03 3.05 -0.16 0.300
H 2.61 2.48 1.14 0.316
O 2.23 2.78 0.30 -0.613
H -0.43 -2.24 2.90 0.313
H 1.06 -2.55 3.13 0.296
O 0.45 -2.03 2.58 -0.652
```

Computed properties:
**Net charge**: +1
**ΔE to the lowest compared entry with this formula, charge and spin**: 0.0 kJ/mol
**Kohn-Sham gap**: 9.06 eV



# CHFLaO2

A structure of composition CHFLaO2 at a distorted geometry (wB97M-V/def2-TZVPD, OMol25).

Geometry as XYZ:
```
6
Properties=species:S:1:pos:R:3:mulliken_charge:R:1
F 1.29 -0.91 1.09 -0.112
O 0.26 -1.36 2.04 -0.269
La -0.79 0.62 2.62 2.380
O -0.88 0.78 -1.04 0.035
C -0.21 0.48 -1.87 0.498
H 0.33 0.38 -2.83 0.467
```

Computed properties:
**Net charge**: +3
**ΔE to the lowest compared entry with this formula, charge and spin**: 11.6 kJ/mol
**Kohn-Sham gap**: 8.78 eV



# C24H10Cl7HfN4O2SbSe4

A structure of composition C24H10Cl7HfN4O2SbSe4 (wB97M-V/def2-TZVPD, OMol25).

Geometry as XYZ:
```
53
Properties=species:S:1:pos:R:3:mulliken_charge:R:1
Hf 0.78 -0.60 0.58 -0.600
Cl 4.17 -1.48 -5.58 -0.256
C 3.69 -0.82 -4.04 0.044
C 2.47 -1.20 -3.51 -0.932
C 2.05 -0.70 -2.28 0.346
N 0.90 -1.08 -1.60 0.449
C -0.17 -1.59 -2.26 0.153
O -0.33 -1.68 -3.47 -0.782
C -1.23 -2.11 -1.34 0.485
C -2.43 -2.54 -1.84 -0.508
C -3.36 -3.09 -0.97 -0.506
C -3.03 -3.21 0.37 -0.555
C -1.80 -2.73 0.80 0.251
N -0.93 -2.15 -0.03 0.400
C 2.88 0.21 -1.59 0.421
C 4.10 0.58 -2.14 -0.597
C 4.50 0.07 -3.36 0.040
Cl 6.05 0.57 -4.01 -0.257
N 2.38 0.64 -0.36 0.188
C 2.65 1.89 0.08 0.405
O 3.38 2.74 -0.43 -0.792
C 1.93 2.23 1.36 0.435
C 1.99 3.52 1.86 -0.657
C 1.34 3.79 3.05 -0.272
C 0.68 2.76 3.71 -0.987
C 0.65 1.50 3.13 0.147
N 1.25 1.26 1.96 0.177
H 1.84 -1.88 -4.06 0.545
H -2.60 -2.46 -2.91 0.486
H -4.33 -3.42 -1.33 0.400
H -3.69 -3.64 1.11 0.283
H -1.52 -2.80 1.84 0.006
H 4.74 1.28 -1.62 0.519
H 2.55 4.26 1.31 0.471
H 1.36 4.78 3.47 0.412
H 0.18 2.91 4.65 0.449
H 0.15 0.68 3.62 0.216
Cl -2.25 -0.13 2.50 0.205
C -2.38 0.59 0.92 0.571
C -1.23 0.75 0.15 -0.812
C -1.42 1.51 -1.00 0.879
Cl -0.04 1.97 -1.97 -0.141
C -2.66 1.99 -1.43 -0.317
Cl -2.82 2.91 -2.88 -0.217
C -3.79 1.71 -0.67 0.446
Cl -5.34 2.25 -1.19 -0.228
C -3.65 1.02 0.53 -0.275
Cl -5.04 0.73 1.51 -0.205
Se -1.59 -0.55 5.85 -0.646
Sb -1.20 -2.87 5.28 0.365
Se 0.89 -1.95 2.91 -0.463
Se 2.41 -2.64 1.18 -0.547
Se -3.14 -3.79 4.15 -0.640
```

Computed properties:
**Net charge**: -2
**ΔE to the lowest compared entry with this formula, charge and spin**: 0.0 kJ/mol
**Kohn-Sham gap**: 5.96 eV



# C5H10NO2

A structure of composition C5H10NO2 at a distorted geometry (wB97M-V/def2-TZVPD, OMol25).

Geometry as XYZ:
```
18
Properties=species:S:1:pos:R:3:mulliken_charge:R:1
C 0.56 0.51 -0.11 -0.449
C 0.71 -0.83 0.51 -1.188
C 1.29 -2.31 -0.54 -0.116
O 2.62 -2.41 -0.57 -0.814
C -0.92 0.74 -0.43 0.364
N -1.68 1.60 0.45 -0.174
C -1.08 2.08 1.64 -0.848
O -1.52 0.50 -1.44 -0.626
H 0.96 1.20 0.51 0.554
H 1.08 0.54 -1.20 0.141
H 1.55 -0.74 1.20 0.234
H -0.11 -1.23 1.02 0.550
H 0.79 -3.09 0.18 0.142
H 0.81 -2.08 -1.59 0.144
H -2.70 1.59 0.40 0.236
H -0.51 1.30 2.16 0.284
H -1.70 2.47 2.46 0.324
H -0.52 3.02 1.36 0.242
```

Computed properties:
**Net charge**: -1
**ΔE to the lowest compared entry with this formula, charge and spin**: 399.4 kJ/mol
**Kohn-Sham gap**: 5.72 eV



# C5H11N2

A cluster of 2 separate species, C5H11N2 in total at a distorted geometry (wB97M-V/def2-TZVPD, OMol25).

Geometry as XYZ:
```
18
Properties=species:S:1:pos:R:3:mulliken_charge:R:1
C -2.82 0.00 -0.85 -0.682
C -1.21 -0.08 1.07 0.065
C 1.41 1.86 0.31 -1.117
C 1.22 -1.87 -0.09 -0.919
C 1.73 0.44 0.03 0.212
N -2.08 -0.03 0.31 0.000
N 0.90 -0.49 0.13 -0.188
H -2.20 -0.22 -1.73 0.354
H -3.62 -0.74 -0.77 0.314
H -0.76 -0.08 2.03 0.468
H 0.35 2.02 0.46 0.232
H 1.95 2.17 1.21 0.307
H 1.78 2.49 -0.50 0.348
H 1.10 -2.41 0.86 0.314
H 0.51 -2.29 -0.80 0.280
H 2.24 -2.01 -0.45 0.352
H -3.27 0.98 -0.96 0.308
H 2.77 0.24 -0.27 0.352
```

Computed properties:
**Net charge**: +1
**ΔE to the lowest compared entry with this formula, charge and spin**: 226.8 kJ/mol
**Kohn-Sham gap**: 10.28 eV



# C14H10N2OS

The molecule C14H10N2OS at a distorted geometry (wB97M-V/def2-TZVPD, OMol25).

Geometry as XYZ:
```
28
Properties=species:S:1:pos:R:3:mulliken_charge:R:1
O 1.12 2.73 2.02 -0.658
C 1.41 3.13 0.91 0.526
N 2.01 4.35 0.66 -0.040
C 2.24 4.56 -0.67 -0.184
S 2.93 5.87 -1.35 -0.362
N 1.77 3.46 -1.31 -0.108
C 1.24 2.52 -0.43 0.421
C 0.73 1.35 -0.89 -0.736
C 0.13 0.22 -0.24 0.932
C -0.30 -0.83 -1.05 -0.628
C -0.90 -1.98 -0.52 0.655
C -1.33 -3.05 -1.34 -0.842
C -1.91 -4.16 -0.79 -0.513
C -2.08 -4.25 0.60 -0.527
C -1.68 -3.23 1.42 -0.727
C -1.08 -2.08 0.89 1.011
C -0.64 -1.00 1.70 -1.163
C -0.06 0.11 1.16 -0.720
H 0.26 0.91 1.80 0.727
H -0.78 -1.08 2.77 0.381
H -1.81 -3.30 2.49 0.403
H -2.55 -5.13 1.02 0.385
H -2.24 -4.97 -1.42 0.390
H -1.19 -2.97 -2.41 0.384
H -0.17 -0.77 -2.12 0.350
H 0.78 1.25 -1.97 0.216
H 1.81 3.35 -2.31 0.203
H 2.26 5.01 1.38 0.226
```

Computed properties:
**Net charge**: 0
**ΔE to the lowest compared entry with this formula, charge and spin**: 0.0 kJ/mol
**Kohn-Sham gap**: 7.09 eV



# CH9N2O2

A cluster of 3 separate species, CH9N2O2 in total at a distorted geometry (wB97M-V/def2-TZVPD, OMol25).

Geometry as XYZ:
```
14
Properties=species:S:1:pos:R:3:mulliken_charge:R:1
N 0.50 -0.23 0.35 -0.306
C 1.03 -0.20 -0.86 0.198
N 0.37 -0.52 -1.94 -0.207
H -0.45 0.12 0.41 0.235
H 1.07 -0.16 1.22 0.299
H 2.10 0.03 -0.95 0.335
H 0.85 -0.59 -2.83 0.259
H -0.59 -0.77 -1.68 0.234
H -2.97 0.00 -0.20 0.319
H -2.71 -1.26 -0.95 0.336
O -2.36 -0.37 -0.85 -0.689
H 0.47 1.51 3.57 0.323
H 1.83 1.25 2.86 0.320
O 0.87 1.17 2.76 -0.655
```

Computed properties:
**Net charge**: +1
**ΔE to the lowest compared entry with this formula, charge and spin**: 79.7 kJ/mol
**Kohn-Sham gap**: 11.93 eV



# C23H16Cl2IIrN3O3

A structure of composition C23H16Cl2IIrN3O3 at a distorted geometry (wB97M-V/def2-TZVPD, OMol25).

Geometry as XYZ:
```
49
Properties=species:S:1:pos:R:3:mulliken_spin:R:1
Ir -0.11 -0.30 -0.04 2.390
C 4.59 -0.82 -0.68 -0.004
C 4.16 0.56 -0.35 0.203
N 5.02 1.47 -0.05 -0.089
C 4.71 2.71 0.30 0.284
C 3.39 3.11 0.43 0.036
C 3.06 4.56 0.77 -0.011
O 2.34 4.68 1.98 0.004
C 2.36 2.18 0.16 0.009
C 1.00 2.55 0.42 0.047
N -0.10 1.95 0.08 0.184
C -1.33 2.57 0.37 -0.004
C -1.41 3.92 0.77 0.032
C -2.60 4.48 1.18 -0.010
C -3.78 3.75 1.15 0.022
C -3.76 2.47 0.64 -0.014
C -2.56 1.90 0.25 0.010
I -2.70 -0.08 -0.61 0.162
C 2.72 0.88 -0.34 0.163
O 1.90 0.01 -0.71 0.337
H 5.67 -0.85 -0.81 0.001
H 4.09 -1.18 -1.57 0.012
H 4.30 -1.49 0.14 0.019
H 5.54 3.38 0.49 -0.005
H 2.42 4.95 -0.03 0.002
H 3.98 5.15 0.79 -0.004
H 2.94 4.82 2.71 0.000
H 0.94 3.44 1.04 0.017
H -0.54 4.54 0.75 0.001
H -2.60 5.51 1.53 0.000
H -4.71 4.18 1.49 0.001
H -4.68 1.91 0.54 -0.007
Cl 0.03 -5.42 0.87 0.060
C 0.02 -4.22 2.06 0.187
C 0.07 -4.54 3.41 -0.092
C 0.05 -3.57 4.40 0.249
Cl 0.11 -4.02 6.03 0.073
C -0.03 -2.18 4.05 -0.010
C -0.07 -1.13 4.99 0.037
C -0.16 0.17 4.56 0.006
C -0.21 0.42 3.19 0.011
N -0.14 -0.54 2.29 0.169
C -0.07 -1.83 2.69 0.065
C -0.05 -2.84 1.63 0.166
O -0.11 -2.52 0.43 0.288
H 0.13 -5.59 3.69 0.000
H -0.02 -1.36 6.05 0.006
H -0.21 0.99 5.25 0.003
H -0.29 1.43 2.82 -0.006
```

Computed properties:
**Net charge**: +2
**ΔE to the lowest compared entry with this formula, charge and spin**: 27.3 kJ/mol
**Expectation value of S²**: 8.829
**2S+1**: 6
**Kohn-Sham gap (alpha / beta)**: 6.78 / 5.51 eV



# C3H4N2O2

The molecule C3H4N2O2 at a distorted geometry (wB97M-V/def2-TZVPD, OMol25).

Geometry as XYZ:
```
11
Properties=species:S:1:pos:R:3:mulliken_charge:R:1
C -1.14 1.31 -0.93 -0.367
C 0.72 0.42 1.06 0.197
C 0.49 -1.75 -0.16 0.064
H -1.67 1.59 -1.94 0.232
H -0.76 1.99 -0.18 0.410
H 1.53 -0.09 1.70 0.254
H 0.95 -1.99 0.86 0.180
N -0.87 0.05 -0.83 -0.537
N 0.01 -0.46 0.12 0.479
O 0.31 1.51 1.33 -0.475
O 0.43 -2.58 -1.03 -0.437
```

Computed properties:
**Net charge**: 0
**ΔE to the lowest compared entry with this formula, charge and spin**: 373.0 kJ/mol
**Kohn-Sham gap**: 10.53 eV



Question: What is the net charge in the fourth record?
Answer: +1